Entry 1:
{
  "formula": "C3H5BrO2",
  "method": "wB97M-V/def2-TZVPD",
  "elements": ["C", "C", "C", "O", "O", "Br", "H", "H", "H", "H", "H"],
  "xyz": [[0.83, 0.44, 0.09], [0.54, 1.78, -0.34], [0.52, -0.77, -0.85], [-0.37, 1.25, 0.51], [0.75, 2.79, -0.94], [-2.77, -2.06, 1.71], [1.43, 0.26, 0.95], [1.41, -0.72, -1.50], [-0.52, -0.69, -1.28], [0.43, -1.62, -0.32], [-2.24, -0.65, 1.96]],
  "smiles": "C[C@@H]1OC1=O.Br",
  "gap_ev": 10.990,
  "total_energy_ha": -2841.7388,
  "e_lumo_ev": 0.389,
  "relative_energy_kcal_mol": 37.7
}

Entry 2:
{
  "formula": "C4H6N2",
  "method": "wB97M-V/def2-TZVPD",
  "elements": ["C", "C", "C", "N", "C", "N", "H", "H", "H", "H", "H", "H"],
  "xyz": [[-0.49, -0.84, -1.43], [0.09, -0.26, -0.18], [1.36, -0.02, 0.27], [1.35, 0.81, 1.37], [0.10, 1.07, 1.59], [-0.71, 0.50, 0.65], [-1.55, -1.04, -1.27], [-0.40, -0.10, -2.22], [-0.03, -1.76, -1.77], [2.25, -0.46, -0.14], [-0.29, 1.79, 2.30], [-1.69, 0.33, 0.82]],
  "smiles": "Cc1cnc[nH]1",
  "gap_ev": 9.479,
  "total_energy_ha": -265.5287,
  "e_lumo_ev": 0.895,
  "relative_energy_kcal_mol": 4.3
}